[1]
{"formula": "C8H11NO2S", "method": "the ωB97M-V functional and the def2-TZVPD basis", "species": ["C", "C", "C", "C", "C", "C", "C", "C", "N", "O", "O", "S", "H", "H", "H", "H", "H", "H", "H", "H", "H", "H", "H"], "xyz": [[2.51901, -1.53231, 0.24799], [1.90429, -1.01310, 1.37076], [2.20782, -0.95067, -0.93775], [0.79456, -0.11267, 1.23937], [1.14486, -0.04341, -1.08648], [0.33791, 0.34605, -0.01750], [-1.31054, 1.61642, -1.67028], [-0.94595, 1.13094, -0.28762], [-1.39071, 1.76001, 0.81144], [-1.32322, -2.20952, 0.61990], [-2.86950, -0.14391, 1.20728], [-2.21371, -0.95394, 0.14012], [3.42150, -2.06054, 0.47095], [2.12249, -1.57191, 2.30421], [2.76594, -1.17971, -1.79691], [0.31848, 0.11566, 2.20959], [0.86804, 0.16041, -2.13589], [-2.14063, 0.84423, -2.13242], [-0.36998, 1.81064, -2.28445], [-1.77960, 2.60094, -1.65436], [-2.28428, 2.32989, 0.69692], [-0.41534, -2.24495, 0.91736], [-1.36144, 1.30145, 1.76776]], "forces_ev_per_a": [[0.9, 1.4, 1.5], [-2.2, -0.4, 0.2], [-1.1, 0.9, -0.7], [0.7, -0.8, 1.3], [0.1, -1.2, -1.0], [0.1, 0.3, -0.5], [-0.8, -1.2, -1.0], [1.9, -1.9, 1.6], [-2.1, 1.6, 0.9], [-0.9, -0.9, 0.2], [0.1, -1.2, 0.6], [-0.6, 1.6, -1.2], [0.2, -0.9, -0.6], [-0.2, 1.2, -0.2], [0.6, -0.4, -1.1], [0.0, 0.2, -0.8], [0.2, 0.3, 0.8], [2.4, 1.9, 0.7], [-1.4, -0.9, 0.5], [-0.2, -0.1, 0.4], [1.7, -1.3, 0.3], [0.8, 1.0, 0.3], [0.0, 0.6, -2.0]], "lowdin_charge": [-0.1202, -0.0899, -0.0868, -0.0576, -0.0411, -0.2268, -0.0511, -0.4447, 0.0709, -0.3725, -0.5783, 0.8790, 0.1000, 0.1161, 0.0893, 0.1119, 0.1087, 0.1370, 0.0911, 0.0666, 0.1475, 0.0318, 0.1192], "gap_ev": [7.41, 7.41], "homo_ev": [-7.05, -7.05], "relative_energy_ev": 2.997, "energy_ev": -24891.933}

[2]
{"formula": "C8H11NO4", "method": "the ωB97M-V functional and the def2-TZVPD basis", "species": ["C", "C", "C", "C", "C", "C", "C", "C", "H", "H", "H", "H", "H", "H", "H", "H", "H", "H", "H", "N", "O", "O", "O", "O"], "xyz": [[-0.11591, 0.62494, 2.89947], [0.91338, 0.37413, 1.76347], [0.45780, 0.55577, 0.49094], [0.98539, 0.76898, -1.66518], [1.21972, -0.46192, -2.52390], [-0.14209, -0.87459, -2.18350], [-0.85959, 0.62025, -0.10411], [-1.79220, -0.62872, 0.37018], [1.41872, 2.43713, 2.69363], [-0.03283, -0.23006, 3.44601], [-1.03410, 0.99576, 2.57103], [1.89183, 0.29342, 2.02026], [1.29904, 1.84966, -2.04365], [1.98812, -1.16682, -2.30568], [1.55702, -0.37238, -3.69456], [-1.45841, 1.52541, 0.05673], [-1.88167, -0.26112, 1.37920], [-2.85310, -0.40179, -0.21151], [-0.67806, -2.46268, -0.34267], [-0.53367, 0.46231, -1.56750], [0.48315, 1.94292, 3.60843], [1.57715, 0.62225, -0.44505], [-0.75466, -2.00382, -2.20370], [-1.36562, -1.97582, 0.68026]], "forces_ev_per_a": [[4.9, 4.2, -1.7], [-6.3, 1.6, -1.8], [5.4, -0.2, 3.0], [0.3, 2.6, -2.4], [1.1, 0.8, -4.3], [-4.2, -3.5, 1.4], [-1.3, -3.1, -2.3], [-1.5, 1.4, 0.3], [-4.2, -2.3, 3.8], [-0.5, -1.7, 2.6], [-1.5, -0.1, -0.3], [2.7, -0.4, 0.6], [-1.0, -2.2, 0.2], [0.5, -0.5, 1.3], [-1.6, 0.4, 2.5], [0.2, -0.2, 0.0], [-1.1, 0.0, 0.4], [2.6, -1.3, 1.2], [-3.4, 2.3, 4.1], [3.1, -1.4, -0.6], [2.8, -0.5, -4.3], [-2.6, -0.3, 1.8], [2.6, 5.0, 0.1], [3.0, -0.3, -5.6]], "lowdin_charge": [-0.1243, -0.0099, -0.1824, -0.3229, -0.0356, -0.2990, -0.1894, -0.2224, 0.2862, 0.0778, 0.0730, 0.0824, 0.1887, 0.1150, 0.1880, 0.1599, 0.0643, 0.1724, 0.2749, 0.1108, -0.2526, -0.0020, 0.0165, -0.1693], "gap_ev": 9.11, "homo_ev": -9.08, "relative_energy_ev": 8.506, "energy_ev": -18145.571}

[3]
{"formula": "C8H11NOS", "method": "the ωB97M-V functional and the def2-TZVPD basis", "species": ["C", "C", "C", "C", "C", "C", "C", "C", "N", "O", "S", "H", "H", "H", "H", "H", "H", "H", "H", "H", "H", "H"], "xyz": [[1.05455, 1.61243, -0.49131], [1.17548, 0.72535, -1.45927], [-0.26713, 1.46068, 1.42920], [1.09449, 1.27106, 0.95098], [1.31889, -0.74238, -1.24228], [-2.13989, 0.61473, 2.75182], [0.03040, -1.39089, -0.82055], [-1.05589, -1.16523, -1.78239], [-1.13469, 0.90840, 2.05300], [0.88390, -2.53342, 1.31288], [-0.35509, -2.31960, 0.54506], [0.57706, 2.55348, -0.70720], [0.89011, 1.14431, -2.47310], [1.42646, 0.25738, 1.16804], [1.78659, 2.02060, 1.43393], [1.61171, -1.22705, -2.21942], [2.16550, -0.90961, -0.40626], [-2.94377, 0.05906, 2.38793], [-2.28032, 0.80650, 3.78596], [-0.99280, -0.15922, -2.16377], [-1.98496, -1.29384, -1.31652], [-0.86061, -1.69277, -2.73672]], "forces_ev_per_a": [[-0.6, -0.4, -0.1], [-1.1, 1.1, -1.6], [-1.0, 0.9, 0.6], [1.0, 0.1, 0.9], [2.7, -1.5, 1.4], [-0.9, -0.7, 0.9], [-0.8, -0.9, 1.4], [1.0, 0.4, -1.3], [1.5, 0.9, -0.6], [0.0, -0.3, 0.8], [1.7, 1.9, -2.6], [0.5, 0.5, -0.1], [0.7, -0.9, 1.0], [0.5, 0.0, -0.1], [-0.8, -0.8, 0.0], [0.0, 0.3, 1.1], [-1.8, 0.0, -2.1], [-0.9, -0.9, -1.2], [0.7, 0.7, 0.8], [-0.2, 0.8, 0.3], [-1.6, -0.6, 0.1], [-0.5, -0.6, 0.6]], "lowdin_charge": [-0.1376, -0.1439, -0.0262, -0.1839, -0.2031, -0.0511, -0.5440, -0.1325, -0.0266, -0.5966, 0.9568, 0.1081, 0.1281, 0.0923, 0.1449, 0.1363, 0.1564, 0.0363, 0.0533, 0.0700, 0.0559, 0.1068], "gap_ev": 7.27, "homo_ev": -7.37, "relative_energy_ev": 5.179, "energy_ev": -22841.904}

[4]
{"formula": "C8H11NOS", "method": "the ωB97M-V functional and the def2-TZVPD basis", "species": ["C", "C", "C", "C", "C", "C", "C", "C", "N", "O", "S", "H", "H", "H", "H", "H", "H", "H", "H", "H", "H", "H"], "xyz": [[0.10837, -1.56079, 0.10579], [-0.59460, -1.40071, 1.28076], [0.10233, -0.54592, -0.90366], [-1.27475, -0.15341, 1.50879], [-3.47925, -1.11138, -0.56938], [-0.37445, 0.68914, -0.60220], [-1.09882, 0.92435, 0.63816], [-1.75623, 2.22831, 0.77648], [-0.15106, 1.75819, -1.47408], [-2.75293, -1.73816, -1.20579], [-4.47117, -0.10392, 0.09342], [0.66971, -2.49102, -0.25616], [-0.79778, -2.01440, 2.10153], [0.52982, -0.69032, -1.84842], [-1.94482, -0.23208, 2.43665], [3.19507, -3.19699, -1.12127], [-1.81505, 2.41886, 1.76366], [-2.77642, 2.19516, 0.27620], [-1.37520, 3.12530, 0.32333], [0.17319, 1.37220, -2.31536], [-0.92735, 2.42576, -1.50980], [3.45842, -3.88313, -1.37460]], "forces_ev_per_a": [[0.7, -1.1, -2.0], [-0.7, 2.7, -0.9], [0.0, -1.0, 2.7], [0.2, -0.8, 0.2], [0.3, 0.5, -0.9], [-1.1, 1.0, 1.8], [0.9, -1.3, -1.6], [-2.0, -0.1, -2.7], [-1.0, 0.3, 1.5], [-0.2, -0.4, 0.4], [-0.3, -0.2, 0.4], [-1.1, 1.1, 1.2], [0.5, -1.8, 0.6], [0.8, -0.5, -1.1], [1.0, 1.1, -1.5], [0.4, -1.0, -0.4], [-0.9, 0.9, 3.4], [0.7, -0.2, 1.0], [1.1, 0.0, -0.3], [0.2, 0.2, -1.6], [0.7, -0.5, -0.5], [-0.4, 1.0, 0.4]], "lowdin_charge": [-0.0911, -0.1085, -0.0637, -0.0742, -0.8429, -0.2928, -0.2395, -0.0731, 0.1093, 0.1197, 0.7893, 0.1099, 0.0736, 0.0907, 0.1348, 0.0006, 0.0415, 0.0795, 0.0709, 0.0649, 0.0879, 0.0132], "gap_ev": 8.65, "homo_ev": -8.08, "relative_energy_ev": 1.197, "energy_ev": -22845.887}

[5]
{"formula": "C8H11NSi", "method": "the ωB97M-V functional and the def2-TZVPD basis", "species": ["C", "C", "C", "C", "C", "C", "C", "C", "N", "Si", "H", "H", "H", "H", "H", "H", "H", "H", "H", "H", "H"], "xyz": [[2.94054, 0.70258, -0.05709], [3.02639, -0.68116, -0.08090], [1.70456, 1.32975, -0.06400], [1.87715, -1.45137, -0.09785], [0.55364, 0.56464, -0.09180], [0.63499, -0.83303, -0.10706], [-0.83645, 1.13049, -0.10824], [-3.16703, 0.40153, -0.28597], [-1.77810, 0.04393, -0.26488], [-1.09431, -1.49900, -0.02132], [3.84057, 1.29899, -0.02772], [3.99347, -1.16217, -0.08174], [1.63361, 2.40960, -0.03740], [1.94357, -2.52963, -0.10652], [-1.03005, 1.67596, 0.82649], [-0.95467, 1.84487, -0.93434], [-3.76156, -0.48377, -0.49454], [-3.48752, 0.81679, 0.67509], [-3.35742, 1.14714, -1.06313], [-1.78087, -2.56952, -0.71365], [-0.90053, -2.15662, 3.13659]], "forces_ev_per_a": [[0.0, 0.2, 0.0], [0.1, -0.2, 0.0], [0.1, 0.1, 0.1], [0.0, 0.0, 0.0], [-0.1, -0.4, -0.1], [-0.1, -0.3, -0.3], [-0.1, 0.3, 0.0], [-0.1, 0.1, 0.1], [0.1, -0.2, -0.2], [0.5, 0.7, 1.6], [0.1, 0.0, 0.0], [0.1, 0.0, 0.0], [0.0, 0.1, 0.0], [0.1, -0.1, 0.0], [0.0, 0.1, 0.0], [0.0, 0.0, 0.1], [-0.2, 0.0, 0.0], [-0.1, 0.0, 0.0], [-0.1, 0.0, 0.0], [-0.1, -0.4, -0.5], [-0.1, 0.1, -0.7]], "lowdin_charge": [-0.0802, -0.0903, -0.0408, -0.1005, -0.2369, -0.2776, -0.1948, -0.1339, -0.3347, 0.7124, 0.1018, 0.1011, 0.1145, 0.1007, 0.1330, 0.1327, 0.0711, 0.0846, 0.0842, -0.0792, -0.0674], "gap_ev": [6.25, 9.15], "homo_ev": [-6.43, -9.12], "relative_energy_ev": 1.253, "energy_ev": -17838.570}

Question: Which formula does entry 5 have?
Answer: C8H11NSi